# C17H30NO5Os

C17H30NO5Os as an isolated structure in a non-equilibrium geometry (ωB97M-V with the def2-TZVPD basis set, OMol25).

The calculation puts the frontier orbital gap (alpha / beta) at 7.37 / 7.43 eV. The calculation puts the HOMO energy (alpha / beta) at -13.972 / -15.437 eV. The LUMO energy (alpha / beta) comes out at -6.6 / -8.0 eV. Its energy relative to the best compared isomer or geometry (same formula, charge and spin) is 127.01 kJ/mol. The value obtained for the calculated total energy is -32285.5847 eV.

The geometry in ORCA input format:
```
! RIJCOSX wB97M-V def2-TZVPD def2/J DEFGRID3
* xyz 2 6
Os 4.066 -15.391 3.945
C 3.478 -16.297 6.752
C 2.475 -15.205 6.388
O 2.250 -15.328 4.869
C 1.100 -16.081 4.464
C 1.285 -16.894 3.230
O 2.232 -17.884 3.614
C 2.612 -18.884 2.635
C 3.949 -19.513 3.071
O 4.859 -18.583 3.675
C 4.765 -18.621 5.109
C 5.491 -17.456 5.786
O 4.622 -16.256 5.798
H 3.842 -16.164 7.752
H 3.009 -17.264 6.777
H 1.520 -15.389 6.901
H 2.806 -14.206 6.584
H 0.878 -16.714 5.308
H 0.249 -15.375 4.339
H 0.323 -17.367 2.948
H 1.712 -16.311 2.360
H 1.859 -19.721 2.642
H 2.672 -18.426 1.586
H 3.661 -20.367 3.707
H 4.462 -19.928 2.194
H 3.706 -18.664 5.357
H 5.063 -19.585 5.459
H 5.742 -17.761 6.875
H 6.452 -17.246 5.325
C 7.777 -16.308 1.701
C 6.312 -16.539 1.940
C 5.626 -16.533 0.574
C 5.886 -15.411 2.931
H 8.190 -17.306 1.590
H 8.231 -15.790 2.548
H 7.967 -15.739 0.785
H 6.081 -17.442 2.474
H 5.982 -15.824 -0.174
H 4.559 -16.469 0.576
H 5.820 -17.552 0.176
H 5.904 -14.425 2.390
H 6.476 -15.385 3.811
O 4.669 -13.911 5.086
N 4.153 -12.714 4.718
C 4.465 -11.675 5.512
C 4.031 -10.448 5.050
C 3.231 -10.289 3.875
C 2.817 -11.453 3.253
C 3.434 -12.659 3.595
H 5.133 -11.852 6.366
H 4.063 -9.608 5.770
H 3.004 -9.259 3.537
H 2.012 -11.499 2.531
H 3.289 -13.674 3.104
*
```

These are the Löwdin partial charges, in e, on atoms 1 to 8: atom 1 (Os): 1.7725, atom 2 (C): -0.0825, atom 3 (C): -0.0309, atom 4 (O): -0.3635, atom 5 (C): -0.1593, atom 6 (C): -0.1948, atom 7 (O): -0.2181, atom 8 (C): -0.1317